[1]
19
Properties=species:S:1:pos:R:3:forces:R:3 method="wB97M-V/def2-TZVPD" energy_ha=-361.1014 gap_ev=9.1 de_lowest_ev=7.838 total_charge=0 e_homo_ev=-8.25 smiles=NC1[C@H]2NCCN[C@H]12
N 2.601 -0.252 -0.659 4.95 -0.28 6.70
C 1.630 -0.235 0.428 2.62 -1.16 1.34
C 0.405 0.673 0.780 2.43 -0.63 -2.97
N -0.274 1.657 -0.012 -1.10 -0.71 -1.11
C -1.717 0.909 -0.179 2.82 -1.53 0.81
C -1.997 -0.749 -0.504 2.58 4.47 4.55
N -0.998 -1.354 0.430 2.90 -6.03 -2.11
C 0.245 -0.634 0.169 -2.04 1.15 -3.15
H 2.345 0.030 -1.477 -2.37 2.18 -6.11
H 3.619 0.253 -0.446 -3.88 -1.69 -0.33
H 2.259 -0.650 1.295 -1.64 0.82 -0.77
H 0.240 0.467 1.763 -0.79 1.02 3.13
H 0.230 1.758 -0.981 -1.34 -0.49 2.38
H -2.011 1.556 -0.902 -2.61 1.60 -1.79
H -2.112 0.887 0.836 -0.27 1.05 -0.25
H -1.777 -1.074 -1.442 -0.49 -0.69 -2.85
H -2.928 -0.737 0.021 -1.05 -1.05 -0.81
H -0.522 -2.292 -0.253 -2.79 2.33 3.02
H -0.037 -0.340 -0.892 2.08 -0.36 0.32

=====

[2]
24
Properties=species:S:1:pos:R:3:forces:R:3 method="wB97M-V/def2-TZVPD" energy_ha=-368.3995 gap_ev="7.9 / 7.4" de_lowest_ev=4.715 total_charge=0 e_homo_ev="-8.26 / -7.82"
C 2.326 -2.081 -0.742 2.80 0.00 0.91
C 2.103 -0.607 -0.837 -0.49 -0.23 0.33
C 0.323 -2.809 -0.834 -2.28 -0.99 -0.85
N 1.543 -3.143 -0.731 0.59 1.31 -0.20
H 3.369 -2.303 -0.513 0.01 -0.26 -0.31
H -0.359 -3.524 -0.359 -0.28 0.20 0.47
H 3.083 -0.121 -0.819 -0.29 -0.04 -0.23
H 1.524 -0.199 -0.008 -0.06 -0.02 0.10
H 1.525 -0.354 -1.727 0.00 0.00 -0.19
C -0.998 -0.037 1.523 -0.04 -0.13 0.04
C -0.475 2.439 1.637 -0.11 0.00 -0.03
C -1.575 0.351 -1.478 0.08 -0.09 -0.02
C -0.895 1.271 0.787 0.33 0.03 -0.20
C -1.127 1.411 -0.519 -0.33 0.05 0.19
H -1.101 2.416 -0.929 0.18 0.05 0.04
H -1.983 -0.128 1.999 0.20 0.01 0.06
H -0.868 -0.906 0.885 -0.12 -0.06 -0.28
H -1.181 2.594 2.458 0.04 0.01 0.02
H 0.505 2.254 2.086 -0.04 0.00 0.01
H -0.415 3.361 1.058 -0.03 -0.02 0.00
H -0.229 -0.124 2.292 -0.10 0.16 0.14
H -1.214 0.571 -2.485 -0.05 0.00 0.01
H -1.212 -0.645 -1.220 -0.04 0.04 0.03
H -2.668 0.313 -1.524 0.02 -0.02 -0.05

=====

[3]
16
Properties=species:S:1:pos:R:3:forces:R:3 method="wB97M-V/def2-TZVPD" energy_ha=-325.7049 gap_ev="8.3 / 8.3" de_lowest_ev=6.331 total_charge=0 e_homo_ev="-8.70 / -8.70"
C -1.093 0.178 -1.894 -0.19 -0.04 -0.09
C 0.107 -0.309 -1.113 0.64 0.20 -0.24
C 2.181 0.656 0.794 0.72 1.17 0.26
C 1.282 -0.424 1.087 0.16 -0.72 0.25
C -0.018 -0.255 0.383 -0.68 -0.04 -0.09
N -1.142 0.025 0.916 0.49 -0.11 -0.36
O -1.063 0.089 2.311 -0.29 0.04 0.09
H -0.882 0.132 -2.966 -0.07 0.05 0.11
H -1.356 1.203 -1.620 0.08 -0.13 -0.07
H -1.966 -0.446 -1.686 0.08 0.07 -0.04
H 0.394 -1.328 -1.413 -0.18 0.04 0.14
H 1.030 0.274 -1.367 -0.64 -0.15 0.10
H 1.559 1.563 0.911 0.02 0.20 -0.25
H 1.152 -0.278 2.171 -0.01 -0.01 0.27
H 1.794 -1.367 0.931 -0.40 -0.52 -0.08
H -1.978 0.286 2.555 0.28 -0.05 0.00

=====

[4]
72
Properties=species:S:1:pos:R:3:forces:R:3 method="wB97M-V/def2-TZVPD" multiplicity=3 energy_ha=-6198.1110 gap_ev="7.8 / 6.5" de_lowest_ev=0.426 total_charge=-1 e_homo_ev="-5.47 / -6.09"
Mo 0.416 -0.248 1.738 0.04 -0.01 0.11
C -3.781 -0.928 0.470 -0.03 0.00 -0.02
C -3.363 -1.993 1.487 0.01 0.05 -0.03
C -4.565 -2.713 2.066 -0.01 0.00 -0.01
O -2.550 -2.967 0.837 0.03 -0.01 0.01
C -2.567 -1.271 2.590 -0.03 -0.09 0.01
O -3.051 -0.945 3.646 0.00 0.08 -0.02
O -1.332 -1.050 2.217 0.12 -0.11 0.08
H -4.278 -1.414 -0.370 -0.01 0.01 0.00
H -2.903 -0.397 0.095 0.00 0.00 0.01
H -4.462 -0.202 0.919 0.02 0.00 0.00
H -5.081 -3.245 1.265 0.00 0.00 0.00
H -5.248 -2.004 2.531 0.00 0.00 0.01
H -4.246 -3.431 2.820 0.00 -0.01 -0.01
H -1.626 -2.700 0.938 -0.02 0.01 0.04
F 4.009 -2.040 1.011 0.03 -0.03 0.00
C 3.221 -2.892 0.377 -0.01 -0.01 0.01
F 3.932 -3.974 0.055 0.02 0.01 0.01
F 2.779 -2.323 -0.744 -0.02 -0.01 -0.05
S 1.763 -3.408 1.410 -0.11 0.03 -0.19
O 0.752 -2.372 1.163 -0.01 -0.02 0.00
O 1.416 -4.695 0.907 0.03 0.01 0.03
N 2.328 -3.421 2.845 0.10 -0.08 0.11
S 1.881 -2.597 4.112 -0.01 -0.03 0.00
O 1.040 -1.460 3.815 0.02 0.05 -0.02
O 1.494 -3.450 5.186 -0.02 0.00 0.02
C 3.500 -1.902 4.661 -0.04 0.00 -0.03
F 4.346 -2.898 4.931 0.01 0.00 0.01
F 4.044 -1.113 3.749 0.00 0.01 -0.01
F 3.297 -1.200 5.777 0.00 0.00 0.00
C -0.231 0.699 0.326 0.03 0.08 -0.12
Ge -0.046 1.187 -1.530 -0.08 0.05 -0.01
C -1.561 2.261 -2.126 -0.01 -0.04 -0.04
C -1.647 2.706 -3.446 0.00 -0.01 0.01
C -2.724 3.471 -3.869 -0.03 0.01 0.02
C -3.735 3.800 -2.974 0.02 -0.01 -0.02
C -3.662 3.363 -1.659 0.02 -0.01 0.01
C -2.581 2.598 -1.239 0.01 0.01 0.01
C 1.603 2.212 -1.665 0.03 -0.02 0.06
C 2.805 1.583 -1.335 -0.01 0.03 0.01
C 3.998 2.291 -1.365 -0.01 0.00 -0.01
C 4.001 3.632 -1.726 -0.01 0.01 0.01
C 2.809 4.267 -2.047 0.00 0.00 -0.01
C 1.614 3.560 -2.011 0.00 -0.02 -0.03
C 0.166 -0.498 -2.488 0.03 0.07 -0.08
C -0.462 -1.656 -2.036 -0.03 -0.02 0.00
C -0.262 -2.869 -2.679 0.00 0.02 0.02
C 0.570 -2.935 -3.789 0.01 0.01 -0.01
C 1.200 -1.787 -4.252 -0.02 -0.03 0.02
C 1.002 -0.577 -3.601 0.00 -0.02 0.02
H -0.865 2.455 -4.156 -0.01 -0.01 0.00
H -2.777 3.809 -4.896 0.00 0.00 0.00
H -4.578 4.394 -3.303 0.00 0.00 0.00
H -4.448 3.617 -0.958 0.00 0.00 0.00
H -2.526 2.261 -0.210 -0.02 0.00 -0.01
H 2.807 0.543 -1.029 0.01 0.01 0.01
H 4.923 1.798 -1.094 0.00 0.00 0.00
H 4.931 4.185 -1.746 0.00 0.00 0.00
H 2.809 5.316 -2.320 0.00 0.00 0.00
H 0.685 4.064 -2.253 0.00 0.01 0.01
H -1.108 -1.627 -1.165 0.00 0.00 0.00
H -0.745 -3.761 -2.299 0.00 0.00 -0.01
H 0.737 -3.883 -4.285 0.00 0.00 0.00
H 1.858 -1.838 -5.111 0.00 0.00 0.00
H 1.525 0.307 -3.951 -0.01 0.01 0.00
O 2.354 -0.041 1.648 -0.02 -0.01 0.05
O 1.673 1.055 2.283 -0.03 0.03 0.05
Cl -0.652 4.699 3.747 0.00 0.01 -0.01
C -0.159 3.012 3.463 -0.02 0.02 0.05
Cl -0.913 1.895 4.603 0.01 0.01 -0.08
H 0.915 2.950 3.575 0.00 0.00 0.00
H -0.466 2.735 2.461 0.01 0.01 0.00